DFT (wB97M-V/def2-TZVPD) results for a structure of composition C5H12N2O in a non-equilibrium geometry.

The geometry in XYZ format:
```
20
Properties=species:S:1:pos:R:3:nbo_charge:R:1
O 2.921 -1.211 0.789 -0.718
N 1.506 0.246 -0.258 -0.394
N 2.534 0.871 -0.945 -0.662
C -1.126 1.054 0.374 -0.283
C 1.679 -0.637 0.621 0.287
C -1.767 -1.599 0.312 -0.318
C -1.402 1.196 -1.091 -0.646
C -1.167 -0.679 1.069 -0.356
H 2.890 -1.829 1.524 0.489
H 3.415 0.367 -0.885 0.346
H -0.199 1.511 0.699 0.229
H -1.467 -1.743 -0.718 0.193
H 2.242 1.043 -1.898 0.358
H -1.600 2.250 -1.313 0.219
H -2.281 0.625 -1.389 0.206
H -0.551 0.887 -1.690 0.225
H 0.330 -0.870 0.991 0.236
H -2.512 -2.279 0.702 0.195
H -1.949 1.374 1.006 0.192
H -1.497 -0.576 2.100 0.202
```

## Properties
LUMO level = 0.263 eV
Maximum force = 4.194 eV/Å
Orbital gap = 8.366 eV
ΔE to the lowest compared entry with this formula, charge and spin = 150.6 kcal per mole